# 1
{
  "formula": "C34H31BrN5O2PPbS",
  "method": "wB97M-V/def2-TZVPD",
  "charge": 0,
  "e_above_lowest_kj_mol": 54.6,
  "orbital_gap_ha": 0.277,
  "homo_energy_ev": -7.576,
  "total_energy_ha": -5244.9634,
  "e_lumo_ev": 0.0,
  "elements": ["Pb", "C", "C", "N", "C", "S", "N", "N", "C", "C", "C", "C", "C", "C", "C", "N", "H", "H", "H", "H", "H", "H", "H", "H", "H", "H", "H", "H", "H", "Br", "C", "C", "C", "C", "C", "N", "C", "O", "O", "H", "H", "H", "C", "C", "C", "C", "C", "C", "P", "C", "C", "C", "C", "C", "C", "C", "C", "C", "C", "C", "C", "H", "H", "H", "H", "H", "H", "H", "H", "H", "H", "H", "H", "H", "H", "H"],
  "positions_angstrom": [[-0.16592, -0.01721, 0.01966], [-3.18341, -5.80290, 0.79712], [-3.78423, -4.41068, 0.66827], [-3.11890, -3.58899, -0.32705], [-1.99392, -2.88164, -0.08977], [-1.46404, -1.88209, -1.42962], [-1.41594, -3.09764, 1.06962], [-0.33772, -2.29973, 1.31570], [0.45848, -2.66798, 2.25278], [0.28953, -3.93910, 3.03098], [1.57681, -1.75415, 2.61792], [2.33419, -1.97976, 3.76392], [3.34947, -1.09440, 4.08899], [3.58700, -0.00369, 3.27121], [2.78655, 0.14884, 2.14949], [1.82045, -0.70315, 1.82875], [-3.72806, -6.37888, 1.54659], [-2.13916, -5.73587, 1.09977], [-3.23584, -6.33728, -0.15204], [-3.74203, -3.89117, 1.62612], [-4.83138, -4.47932, 0.37000], [-3.58062, -3.39371, -1.19821], [-0.44954, -4.56641, 2.54612], [-0.05166, -3.73154, 4.04896], [1.23578, -4.47823, 3.10058], [2.12859, -2.83012, 4.39725], [3.94547, -1.25592, 4.97793], [4.36517, 0.71366, 3.49004], [2.92543, 0.99010, 1.47616], [-1.31754, 0.33203, 3.87367], [-1.89690, 1.86745, 2.90078], [-2.43024, 2.93770, 3.59692], [-2.81326, 4.03848, 2.84661], [-2.64818, 4.01851, 1.47198], [-2.10950, 2.88719, 0.87698], [-1.74061, 1.81994, 1.59801], [-1.89212, 2.85205, -0.64332], [-2.20252, 3.86715, -1.25725], [-1.40107, 1.77824, -1.09817], [-2.53282, 2.90389, 4.67093], [-3.23392, 4.90606, 3.33893], [-2.92432, 4.84452, 0.83349], [5.15111, -1.39232, -4.62550], [4.43081, -2.10712, -3.68336], [3.43987, -1.47236, -2.94192], [3.16647, -0.12521, -3.14444], [3.89316, 0.58773, -4.09925], [4.88259, -0.04233, -4.83338], [1.83258, 0.65810, -2.17988], [2.62925, 2.01828, -1.27760], [3.99906, 2.02299, -1.01796], [4.54432, 2.96105, -0.15165], [3.72880, 3.89699, 0.47010], [2.36225, 3.89549, 0.22176], [1.81200, 2.95981, -0.64239], [0.79029, 1.42813, -3.45585], [0.79881, 2.77832, -3.78118], [-0.08604, 3.27083, -4.73020], [-0.97710, 2.41723, -5.36074], [-0.98686, 1.06577, -5.04224], [-0.11454, 0.57479, -4.08580], [5.92112, -1.88480, -5.20518], [4.63360, -3.15815, -3.52503], [2.86978, -2.02951, -2.20738], [3.67344, 1.63523, -4.27132], [5.44189, 0.51419, -5.57420], [4.64366, 1.29319, -1.49237], [5.61063, 2.96000, 0.03579], [4.15780, 4.62860, 1.14258], [1.71861, 4.62253, 0.69988], [0.74143, 2.95860, -0.82877], [1.48438, 3.45738, -3.29092], [-0.08705, 4.32724, -4.96432], [-1.67657, 2.80756, -6.08829], [-1.69062, 0.39742, -5.52058], [-0.14830, -0.47615, -3.81601]],
  "atomic_forces_ev_per_a": [[-0.31, 0.32, 0.06], [0.01, 0.01, 0.01], [-0.02, 0.00, -0.03], [-0.11, 0.10, -0.13], [0.14, -0.25, 0.01], [-0.02, 0.08, 0.15], [0.01, 0.19, -0.09], [0.15, -0.11, 0.03], [-0.02, 0.07, 0.10], [0.01, -0.01, 0.01], [-0.06, -0.09, -0.05], [0.03, 0.00, 0.06], [0.00, -0.01, 0.02], [-0.03, 0.01, 0.00], [-0.03, -0.01, -0.01], [0.10, -0.06, -0.07], [0.01, -0.02, 0.01], [-0.01, 0.00, -0.01], [0.00, 0.00, 0.00], [0.00, -0.02, 0.02], [0.00, 0.00, 0.02], [0.01, -0.03, 0.03], [-0.02, -0.01, 0.00], [0.00, 0.01, -0.01], [0.00, 0.01, 0.00], [0.01, 0.02, 0.01], [0.00, 0.00, 0.00], [0.01, 0.00, -0.01], [0.01, 0.01, -0.01], [0.01, -0.02, -0.03], [0.02, -0.04, 0.02], [0.02, -0.01, -0.02], [-0.01, 0.02, 0.01], [-0.02, -0.03, 0.01], [0.00, -0.01, 0.11], [-0.02, 0.06, -0.04], [-0.17, 0.08, 0.06], [0.07, 0.02, 0.00], [0.19, -0.28, -0.17], [0.00, 0.00, 0.00], [-0.01, 0.00, 0.00], [0.01, 0.01, 0.00], [0.00, 0.03, -0.01], [-0.02, 0.03, 0.02], [0.02, -0.04, 0.02], [0.02, 0.09, 0.05], [-0.02, -0.02, -0.02], [0.01, -0.03, 0.00], [-0.07, -0.11, -0.25], [0.06, -0.04, 0.08], [-0.01, 0.04, -0.02], [-0.01, 0.03, 0.02], [0.03, -0.01, -0.01], [-0.01, -0.03, -0.04], [-0.03, 0.00, 0.03], [-0.01, 0.00, 0.06], [0.04, 0.03, -0.06], [0.01, -0.02, 0.02], [0.00, -0.02, 0.01], [0.01, 0.00, 0.01], [-0.02, 0.03, -0.04], [0.00, 0.00, 0.00], [0.00, 0.00, 0.00], [-0.01, 0.00, 0.00], [-0.01, 0.00, 0.00], [0.00, 0.00, 0.00], [-0.01, 0.00, 0.01], [0.00, 0.00, 0.00], [0.00, 0.00, 0.01], [0.00, 0.01, 0.00], [0.07, 0.02, -0.03], [0.01, 0.00, 0.03], [0.00, 0.00, 0.00], [0.00, 0.00, -0.01], [-0.01, 0.00, 0.00], [0.00, 0.01, 0.01]]
}

# 2
{
  "formula": "C34H31Cl3IN6OPRuS2Si",
  "method": "wB97M-V/def2-TZVPD",
  "charge": 1,
  "e_above_lowest_kj_mol": 62.5,
  "orbital_gap_ha": [0.236, 0.212],
  "homo_energy_ev": [-9.789, -9.783],
  "spin_multiplicity": 2,
  "total_energy_ha": -4918.4124,
  "e_lumo_ev": [-3.4, -4.0],
  "s_squared": 0.756,
  "elements": ["Ru", "C", "S", "C", "S", "N", "N", "C", "C", "C", "C", "C", "C", "N", "H", "H", "H", "H", "H", "H", "H", "H", "I", "C", "C", "C", "C", "C", "C", "C", "C", "C", "P", "C", "C", "C", "C", "C", "C", "C", "C", "C", "C", "C", "C", "C", "H", "H", "H", "H", "H", "H", "H", "H", "H", "H", "H", "H", "H", "H", "H", "H", "C", "N", "C", "C", "O", "N", "C", "N", "H", "H", "H", "H", "H", "H", "H", "Cl", "Si", "Cl", "Cl"],
  "positions_angstrom": [[-0.35974, -1.20333, 0.19144], [-4.26802, -5.05038, -2.92038], [-4.60930, -3.46388, -2.12425], [-2.90208, -2.89166, -1.97682], [-2.33795, -1.75352, -3.08605], [-2.28364, -3.52746, -1.02496], [-1.04432, -3.09460, -0.61124], [-0.26841, -4.05564, -0.20984], [1.06763, -3.72504, 0.28098], [1.99708, -4.69423, 0.61115], [3.26231, -4.29393, 1.01005], [3.55813, -2.93976, 1.04405], [2.56196, -2.02823, 0.74278], [1.33274, -2.40359, 0.37969], [-5.23536, -5.47937, -3.17452], [-3.73963, -5.71789, -2.24491], [-3.69644, -4.88879, -3.83115], [-0.59147, -5.08823, -0.29955], [1.71936, -5.73634, 0.55930], [4.00508, -5.02734, 1.29044], [4.53916, -2.58437, 1.31907], [2.73909, -0.96431, 0.79154], [0.40757, -0.68748, -2.47563], [2.41328, -0.04310, -2.33328], [3.21995, -0.65125, -3.25596], [4.52097, -0.17477, -3.51633], [4.94710, 0.94877, -2.88304], [4.13402, 1.59731, -1.91865], [4.59494, 2.79888, -1.33693], [3.83637, 3.46399, -0.42376], [2.63678, 2.88546, 0.01501], [2.14966, 1.69792, -0.49010], [0.71768, 1.07689, 0.51372], [1.42637, 1.43656, 2.17531], [2.77187, 1.13395, 2.40784], [3.33693, 1.32127, 3.65533], [2.56888, 1.81893, 4.69909], [1.24219, 2.14159, 4.47598], [0.67252, 1.94885, 3.22412], [-0.54437, 2.37948, 0.27726], [-0.41091, 3.36403, -0.69882], [-1.39079, 4.33530, -0.85825], [-2.51323, 4.33532, -0.04486], [-2.66983, 3.33939, 0.91042], [-1.70300, 2.35785, 1.05567], [2.85893, 1.06512, -1.56194], [2.84375, -1.48919, -3.82766], [5.14072, -0.67177, -4.24856], [5.91289, 1.37961, -3.11114], [5.55705, 3.18616, -1.64619], [4.16633, 4.40109, 0.00122], [2.10011, 3.38481, 0.81042], [3.40398, 0.79011, 1.59930], [4.38085, 1.08562, 3.81211], [3.00734, 1.96245, 5.67674], [0.63873, 2.54675, 5.27652], [-0.35826, 2.22762, 3.08281], [0.46671, 3.39414, -1.33099], [-1.26760, 5.09645, -1.61682], [-3.26260, 5.10799, -0.15342], [-3.54756, 3.32284, 1.54342], [-1.86649, 1.55860, 1.76597], [-5.39497, 1.31731, -1.13830], [-4.34562, 0.55821, -0.49457], [-4.55545, -0.48184, 0.49569], [-3.14871, -0.99381, 0.65468], [-2.77040, -1.90618, 1.36512], [-2.29512, -0.27884, -0.12931], [-3.05289, 0.58819, -0.83003], [-2.58911, 1.36393, -1.79898], [-6.26157, 1.33409, -0.48205], [-5.68730, 0.87486, -2.09283], [-5.07242, 2.34769, -1.29067], [-5.22465, -1.27345, 0.15104], [-4.92369, -0.07812, 1.44199], [-1.63138, 1.24263, -2.09034], [-3.22427, 1.79818, -2.44562], [-0.91177, -3.56570, 2.96082], [-0.45088, -1.59805, 2.55111], [-1.76077, -0.38650, 3.61676], [1.31491, -1.42426, 3.59277]],
  "atomic_forces_ev_per_a": [[0.38, 0.62, -1.11], [-0.09, -0.04, 0.04], [0.08, 0.10, -0.17], [0.16, -0.30, 0.14], [-0.14, 0.23, -0.08], [0.09, 0.44, 0.40], [0.24, -0.80, 0.71], [0.01, 0.58, -0.44], [-0.59, 0.00, -0.15], [0.15, 0.09, -0.01], [-0.07, 0.03, -0.02], [-0.09, 0.01, -0.10], [0.08, -0.05, -0.17], [-0.05, -0.02, 0.34], [0.01, -0.02, -0.01], [0.01, 0.02, 0.02], [0.00, 0.01, -0.03], [0.02, 0.06, -0.03], [0.00, -0.04, -0.02], [0.03, -0.01, -0.02], [0.03, 0.03, 0.05], [0.00, -0.06, 0.04], [0.03, -0.15, 0.03], [-0.02, -0.04, 0.02], [0.11, 0.06, 0.04], [-0.07, -0.05, 0.02], [-0.03, 0.03, 0.03], [0.06, -0.01, 0.01], [0.01, -0.03, -0.02], [-0.06, 0.01, 0.02], [0.01, 0.05, -0.07], [-0.11, -0.05, -0.07], [-0.33, -0.31, 0.36], [0.09, -0.08, 0.00], [-0.01, 0.11, 0.00], [0.01, 0.01, -0.03], [-0.02, -0.01, 0.00], [0.01, -0.03, 0.00], [0.03, 0.06, -0.06], [0.00, -0.08, -0.14], [0.07, 0.11, 0.08], [-0.01, -0.02, 0.00], [0.02, -0.01, -0.01], [0.04, 0.01, -0.02], [0.02, 0.05, 0.09], [0.02, -0.01, 0.07], [-0.02, -0.02, -0.03], [0.02, -0.02, -0.02], [0.03, 0.02, 0.00], [0.02, 0.01, -0.01], [0.00, 0.02, 0.02], [0.01, 0.01, 0.01], [0.02, -0.02, 0.02], [0.02, -0.01, 0.00], [0.01, 0.02, 0.02], [-0.02, 0.00, 0.01], [-0.05, -0.01, 0.00], [-0.03, -0.02, -0.01], [0.01, 0.03, 0.00], [-0.02, 0.01, -0.01], [-0.02, 0.00, 0.02], [0.05, 0.02, 0.07], [-0.04, -0.03, -0.04], [0.09, 0.00, 0.05], [-0.05, 0.04, -0.04], [0.04, -0.19, 0.13], [-0.09, 0.04, 0.07], [-0.01, -0.03, 0.39], [0.04, -0.21, -0.57], [-0.01, -0.03, 0.08], [-0.01, 0.01, 0.00], [0.00, -0.01, -0.01], [0.00, 0.02, 0.01], [0.02, 0.02, -0.05], [-0.01, -0.05, 0.01], [-0.08, -0.01, 0.00], [0.02, 0.00, 0.02], [-0.05, -0.04, -0.01], [-0.37, -0.03, -0.11], [0.17, 0.02, 0.10], [0.14, -0.05, 0.12]]
}

# 3
{
  "formula": "C34H31Cl5CrN3O2SeTe",
  "method": "wB97M-V/def2-TZVPD",
  "charge": 0,
  "e_above_lowest_kj_mol": 52.3,
  "orbital_gap_ha": [0.266, 0.230],
  "homo_energy_ev": [-6.963, -7.705],
  "spin_multiplicity": 6,
  "total_energy_ha": -7643.8329,
  "e_lumo_ev": [0.3, -1.4],
  "s_squared": 8.825,
  "elements": ["Cr", "Cl", "C", "C", "Cl", "C", "Cl", "C", "O", "C", "Cl", "C", "Cl", "C", "N", "C", "C", "N", "C", "C", "Se", "H", "H", "H", "H", "H", "H", "H", "H", "C", "C", "C", "C", "C", "C", "Te", "N", "C", "O", "C", "C", "C", "C", "C", "C", "C", "C", "C", "C", "C", "C", "C", "C", "C", "C", "H", "H", "H", "H", "H", "H", "H", "H", "H", "H", "H", "H", "H", "H", "H", "H", "H", "H", "H", "H", "H", "H", "H"],
  "positions_angstrom": [[-0.14049, -0.03623, -0.80344], [-0.54651, 5.54129, 3.58133], [-0.59059, 4.46927, 2.23463], [-0.46129, 3.09799, 2.42475], [-0.23566, 2.44070, 3.99859], [-0.52353, 2.25038, 1.33471], [-0.27792, 0.54801, 1.49232], [-0.77319, 2.68918, 0.01680], [-0.91356, 1.86147, -0.95631], [-0.85996, 4.09091, -0.14547], [-1.07684, 4.68890, -1.74349], [-0.76027, 4.95719, 0.93394], [-0.84343, 6.65478, 0.68112], [0.11343, -3.29601, -2.51565], [0.11950, -2.01946, -3.19405], [0.52933, -1.84588, -4.48695], [0.14599, -0.60898, -4.88121], [-0.50333, -0.02211, -3.83572], [-1.20723, 1.24361, -3.89962], [-0.51370, -0.86731, -2.74547], [-2.20248, -1.07703, -1.63829], [0.40160, -4.07303, -3.22052], [-0.89565, -3.49244, -2.15226], [0.80089, -3.29050, -1.67284], [1.08359, -2.60483, -5.01021], [0.29251, -0.10122, -5.81793], [-0.91290, 1.76470, -4.80741], [-0.97394, 1.85294, -3.02981], [-2.28264, 1.06005, -3.90702], [3.85651, -8.72978, 3.27005], [3.45714, -7.36993, 2.76476], [2.42274, -7.20640, 1.85379], [2.05787, -5.95144, 1.38146], [0.98126, -5.86664, 0.33089], [2.72846, -4.81570, 1.85598], [2.29315, -2.78306, 1.03555], [1.41945, -1.35670, -0.49023], [2.24819, -0.45411, -0.96691], [1.70330, 0.69331, -1.19613], [3.67437, -0.63582, -1.34428], [4.44338, 0.51506, -1.52339], [5.76319, 0.42180, -1.92807], [6.32778, -0.82438, -2.16616], [5.56499, -1.97162, -2.00929], [4.24139, -1.88016, -1.60654], [0.40867, -2.67044, 2.01165], [-0.75751, -2.80352, 1.26939], [-1.99701, -2.71386, 1.88353], [-2.06562, -2.49000, 3.24853], [-0.90108, -2.34188, 3.98686], [0.35200, -2.42268, 3.38704], [1.59765, -2.22854, 4.20860], [3.79854, -4.96177, 2.74856], [4.61772, -3.81317, 3.29378], [4.13134, -6.23760, 3.19568], [3.31322, -9.51882, 2.75253], [3.65283, -8.81646, 4.33872], [4.92548, -8.88987, 3.12441], [1.88816, -8.07885, 1.49273], [0.34131, -6.74847, 0.35787], [1.43214, -5.81182, -0.66415], [0.35812, -4.99054, 0.47551], [3.97815, 1.47418, -1.34305], [6.35128, 1.32033, -2.06222], [7.35936, -0.89907, -2.48585], [6.00365, -2.94032, -2.21243], [3.63977, -2.77785, -1.54079], [-0.71120, -2.95215, 0.19887], [-2.89333, -2.81825, 1.28614], [-3.02762, -2.42562, 3.74073], [-0.96107, -2.14808, 5.05110], [1.34573, -1.98331, 5.23927], [2.19961, -1.41379, 3.80050], [2.20881, -3.13400, 4.20829], [4.33080, -2.85769, 2.86568], [5.67525, -3.97916, 3.08295], [4.50524, -3.75348, 4.37783], [4.94730, -6.34101, 3.90507]],
  "atomic_forces_ev_per_a": [[0.23, 0.90, -0.50], [0.03, 0.02, 0.02], [-0.01, 0.00, -0.07], [0.00, -0.02, -0.05], [0.04, -0.01, 0.07], [-0.05, 0.37, -0.31], [-0.08, -0.15, 1.26], [0.01, 0.07, 0.32], [0.23, -0.43, -0.12], [0.01, -0.02, 0.06], [-0.03, -0.02, -0.10], [-0.01, -0.15, 0.10], [-0.04, 0.07, -0.04], [-0.01, -0.14, 0.14], [0.01, 0.42, -0.11], [0.13, -0.08, 0.06], [0.04, 0.08, -0.07], [0.24, -0.11, 0.22], [-0.15, 0.19, 0.03], [-1.40, -0.78, -0.52], [0.49, -0.05, -0.34], [0.02, 0.06, -0.05], [0.00, -0.02, -0.02], [0.02, 0.05, 0.00], [-0.02, 0.02, -0.03], [0.03, 0.01, 0.02], [0.04, -0.06, -0.02], [0.02, -0.02, -0.03], [0.02, -0.02, -0.02], [-0.03, 0.09, -0.01], [0.06, 0.02, 0.03], [-0.02, 0.00, 0.03], [-0.05, 0.11, -0.04], [0.11, -0.07, 0.05], [0.04, 0.08, -0.27], [-0.13, -0.13, 0.45], [0.30, -0.45, 0.12], [-0.53, -0.11, -0.06], [0.32, 0.13, -0.18], [0.19, 0.17, -0.05], [-0.07, -0.05, 0.09], [0.01, -0.01, 0.02], [0.02, 0.03, 0.00], [0.08, -0.06, -0.01], [-0.11, 0.04, -0.02], [0.09, 0.00, -0.07], [0.09, -0.03, -0.04], [0.01, -0.04, 0.00], [-0.05, -0.02, -0.01], [0.00, 0.01, -0.04], [0.13, -0.01, 0.02], [-0.10, -0.04, -0.02], [-0.05, 0.12, 0.07], [-0.01, -0.15, -0.09], [-0.04, -0.03, -0.01], [0.01, -0.02, 0.01], [0.00, -0.04, 0.00], [0.00, -0.05, 0.01], [0.01, 0.00, 0.00], [0.01, 0.00, -0.01], [-0.04, 0.05, -0.01], [-0.12, 0.07, -0.04], [0.01, 0.02, -0.01], [0.00, -0.01, 0.01], [0.00, -0.01, 0.01], [-0.04, -0.01, 0.00], [-0.04, -0.01, 0.02], [-0.01, 0.01, 0.01], [-0.01, 0.03, 0.01], [0.01, 0.02, 0.00], [0.01, 0.00, 0.00], [0.01, -0.01, 0.00], [0.05, -0.01, 0.04], [-0.03, 0.05, 0.03], [0.07, 0.06, 0.06], [0.00, 0.03, 0.00], [0.02, 0.04, 0.00], [0.01, -0.01, -0.01]]
}